Density functional theory data (ωB97M-V/def2-TZVPD) for a cluster of 13 separate species, C51H91N3O43P6 in total in a non-equilibrium geometry.

The geometry in XYZ format:
```
194
Properties=species:S:1:pos:R:3:mulliken_charge:R:1
C 13.982 -1.462 -11.306 -0.5904
C 12.763 -1.078 -10.867 0.1832
C 11.886 -0.129 -11.641 0.4324
O 10.823 0.270 -11.244 -0.6249
C 12.505 0.313 -12.918 -0.7461
C 13.719 -0.029 -13.330 0.1425
C 14.515 -1.092 -12.608 1.1558
O 15.409 -1.718 -13.126 -0.6972
O 14.252 0.430 -14.500 -0.4373
O 12.151 -1.637 -9.808 -0.2625
H 14.493 -2.119 -10.613 0.2758
H 11.827 0.962 -13.462 0.4732
H 13.622 0.184 -15.190 0.3510
H 11.318 -1.160 -9.653 0.3825
C 21.852 -0.651 -13.460 -0.9803
C 21.433 0.611 -13.619 0.3310
C 20.960 1.448 -12.504 0.6916
O 20.573 2.590 -12.691 -0.6702
C 20.804 0.800 -11.203 0.0168
C 21.180 -0.489 -11.054 0.3761
C 21.986 -1.234 -12.098 0.6154
O 22.526 -2.297 -11.928 -0.5673
O 21.044 -1.088 -9.855 -0.1026
O 21.528 1.191 -14.819 -0.5840
H 22.240 -1.308 -14.225 0.4364
H 20.121 1.291 -10.524 0.3906
H 21.448 -1.981 -9.914 0.0077
H 20.924 1.949 -14.885 0.3610
C 13.371 1.816 -9.502 -0.3118
C 14.579 1.264 -9.376 -0.0332
C 15.089 0.657 -8.134 0.6830
O 16.107 0.003 -8.036 -0.0242
C 14.217 0.823 -6.984 -0.7640
C 13.007 1.400 -7.076 0.2439
C 12.368 1.724 -8.433 0.5585
O 11.191 1.932 -8.579 -0.6274
O 12.174 1.554 -6.045 -0.5576
O 15.340 1.219 -10.496 -0.4856
H 13.116 2.318 -10.426 0.5825
H 14.553 0.502 -6.009 0.0932
H 11.329 1.914 -6.363 0.3181
H 16.185 0.713 -10.378 0.0633
C 18.379 -1.933 -13.743 -0.8350
C 18.326 -1.823 -12.411 0.7281
C 17.804 -0.585 -11.789 1.0406
O 17.528 -0.503 -10.599 -0.6699
C 17.494 0.532 -12.695 -0.7496
C 17.629 0.404 -14.039 0.2997
C 17.946 -0.925 -14.697 0.2793
O 17.932 -1.065 -15.892 -0.6327
O 17.252 1.402 -14.840 -0.5980
O 18.691 -2.824 -11.639 -0.4454
H 18.548 -2.926 -14.140 0.4309
H 17.178 1.487 -12.297 0.5761
H 16.804 2.129 -14.397 0.3926
H 18.384 -2.857 -10.710 0.4716
C 19.393 -5.057 -1.849 0.1787
O 19.355 -5.776 -2.838 -0.6871
N 20.121 -5.342 -0.752 0.2513
C 20.085 -4.469 0.421 -0.8818
C 20.947 -6.554 -0.687 -0.9462
H 18.701 -4.199 -1.804 0.3669
H 20.038 -5.151 1.275 0.2872
H 19.228 -3.807 0.487 0.2967
H 21.047 -3.954 0.462 0.3093
H 21.996 -6.270 -0.807 0.3181
H 20.710 -6.989 0.281 0.3281
H 20.819 -7.254 -1.508 0.2428
C 22.502 -3.195 -7.899 0.1351
O 21.663 -3.314 -8.784 -0.9519
N 23.585 -3.970 -7.798 0.3858
C 24.498 -3.775 -6.646 -1.2037
C 23.909 -5.049 -8.720 -0.9370
H 22.349 -2.432 -7.119 0.3437
H 24.271 -4.493 -5.859 0.3736
H 24.517 -2.741 -6.312 0.3854
H 25.515 -3.972 -6.985 0.3661
H 24.897 -5.007 -9.175 0.3982
H 23.837 -5.979 -8.148 0.3184
H 23.178 -5.135 -9.520 0.2013
C 16.056 -1.450 -1.715 -0.1814
O 16.791 -2.418 -1.806 -0.5506
N 15.584 -0.810 -2.812 0.5186
C 14.594 0.241 -2.675 -0.9954
C 15.997 -1.148 -4.143 -0.6521
H 15.663 -1.087 -0.757 0.3901
H 13.852 0.030 -1.899 0.3689
H 14.055 0.281 -3.619 0.2465
H 14.962 1.223 -2.366 0.3245
H 16.316 -0.350 -4.813 0.3387
H 16.792 -1.895 -4.171 0.1311
H 15.210 -1.720 -4.649 0.0692
C 22.104 -2.422 -2.842 -0.5668
O 21.550 -1.629 -3.896 0.0241
P 21.416 -0.026 -3.685 0.5020
O 22.684 0.692 -3.664 -0.7881
O 20.515 0.398 -4.923 0.3653
C 20.295 1.765 -5.132 -0.9021
O 20.524 0.236 -2.352 -0.4018
C 19.230 -0.398 -2.318 -0.5792
H 21.923 -1.974 -1.867 0.4961
H 23.123 -2.717 -3.080 0.1479
H 21.551 -3.364 -2.880 -0.0041
H 19.712 2.322 -4.390 0.3144
H 19.686 1.885 -6.034 0.2120
H 21.270 2.233 -5.300 0.3542
H 19.118 -1.193 -3.057 0.1951
H 18.419 0.305 -2.508 0.3146
H 19.151 -0.836 -1.326 0.3347
C 18.882 -1.406 -6.983 0.9052
O 18.169 -2.621 -6.624 0.1211
P 17.856 -3.737 -7.719 -0.2505
O 18.118 -3.290 -9.086 -0.1567
O 18.660 -5.019 -7.237 0.7278
C 18.555 -5.439 -5.876 -0.7538
O 16.336 -4.146 -7.524 -0.5259
C 15.340 -3.179 -7.820 0.3938
H 19.796 -1.363 -6.398 -0.3263
H 18.256 -0.553 -6.737 -0.2244
H 19.121 -1.434 -8.043 -0.2936
H 18.149 -6.450 -5.915 0.3836
H 17.963 -4.791 -5.231 0.2674
H 19.538 -5.491 -5.408 -0.0591
H 14.324 -3.576 -7.840 0.2891
H 15.480 -2.786 -8.830 -0.2371
H 15.357 -2.374 -7.087 -0.3427
C 10.697 -6.609 -4.188 -0.7812
O 10.716 -6.537 -5.610 -0.2854
P 10.522 -5.092 -6.265 0.7135
O 9.285 -4.391 -5.949 -0.7661
O 11.858 -4.382 -5.848 -0.0617
C 12.083 -2.985 -5.827 -0.2891
O 10.772 -5.429 -7.816 0.0273
C 10.116 -4.713 -8.832 -0.7840
H 10.100 -5.830 -3.707 0.3395
H 11.714 -6.405 -3.846 0.2687
H 10.347 -7.554 -3.782 0.2720
H 13.150 -2.846 -5.675 0.0110
H 11.506 -2.492 -5.040 0.3772
H 11.680 -2.566 -6.756 0.0993
H 10.678 -4.030 -9.476 0.1299
H 9.417 -4.008 -8.362 0.4592
H 9.496 -5.303 -9.508 0.2808
C 12.674 -5.814 -11.896 -0.6004
O 12.567 -6.729 -10.811 -0.2924
P 13.922 -7.558 -10.443 0.4878
O 14.412 -8.296 -11.599 -0.7500
O 14.830 -6.351 -9.925 0.3547
C 16.260 -6.348 -9.925 -0.0485
O 13.542 -8.385 -9.133 -0.3818
C 12.676 -7.849 -8.147 -0.5205
H 11.944 -6.087 -12.661 0.3667
H 13.634 -5.874 -12.410 0.3328
H 12.448 -4.778 -11.648 0.0337
H 16.423 -6.104 -8.875 0.1147
H 16.729 -5.549 -10.502 0.1715
H 16.752 -7.279 -10.201 -0.1438
H 12.109 -8.621 -7.634 0.3936
H 11.924 -7.260 -8.682 0.2379
H 12.996 -7.047 -7.477 0.2051
C 22.985 -9.165 -11.205 -0.6113
O 21.560 -9.173 -11.351 -0.3614
P 20.653 -8.614 -10.161 0.4659
O 20.447 -9.486 -9.002 -0.6962
O 21.341 -7.227 -9.733 0.1090
C 20.764 -6.359 -8.739 -0.4622
O 19.298 -8.077 -10.850 -0.0567
C 18.560 -9.027 -11.641 -0.9498
H 23.308 -8.292 -11.769 0.2498
H 23.476 -10.072 -11.559 0.2763
H 23.299 -9.156 -10.159 0.2819
H 21.523 -6.172 -7.990 -0.1263
H 19.908 -6.890 -8.315 0.6678
H 20.291 -5.501 -9.206 -0.0094
H 18.575 -8.684 -12.675 0.2984
H 17.563 -9.211 -11.249 0.3343
H 19.016 -10.018 -11.727 0.3763
C 22.355 -7.154 -4.955 -0.7677
O 22.989 -7.013 -3.699 0.1817
P 24.475 -7.432 -3.346 0.6599
O 25.039 -8.478 -4.182 -0.7652
O 24.305 -7.740 -1.786 -0.3047
C 24.189 -9.080 -1.332 -0.8026
O 25.247 -6.048 -3.308 -0.3771
C 24.665 -4.984 -2.583 -0.4146
H 22.848 -7.963 -5.504 0.5202
H 22.355 -6.258 -5.577 0.1647
H 21.323 -7.498 -4.888 0.3293
H 24.600 -9.836 -1.996 0.3431
H 23.119 -9.292 -1.208 0.2741
H 24.540 -9.163 -0.304 0.2845
H 23.587 -4.927 -2.736 -0.0144
H 25.033 -4.052 -3.022 0.3020
H 24.954 -4.952 -1.532 0.4183
```

Its HOMO-LUMO gap is 7.01 eV. For the total energy, the calculation gives -7446.0730 Eh. For the lowest unoccupied orbital energy, the calculation gives -1.9 eV. The calculation puts the relative energy (zero: lowest compared OMol25 entry of this formula, charge and spin) at 0.0 kcal per mole. Its spin multiplicity is 1. The value obtained for the HOMO energy is -0.327 hartree.